The following is a quantum chemistry calculation of a molecular structure, C16H16As2Br4O2Pt, from OMol25.

```
41
Properties=species:S:1:pos:R:3:nbo_charge:R:1
Pt 0.6950 -0.0815 0.5297 0.39
C -1.5345 2.6025 1.8448 -0.94
As -1.0671 1.4619 0.3817 1.25
C -0.6674 2.6395 -1.0852 -0.95
C -2.6510 0.5096 -0.1179 -0.38
C -3.9009 1.1184 -0.1022 -0.18
C -5.0252 0.3888 -0.4644 -0.16
C -4.9028 -0.9451 -0.8302 -0.18
C -3.6557 -1.5550 -0.8350 -0.14
C -2.5290 -0.8206 -0.4825 -0.39
As -0.7851 -1.6105 -0.4605 1.24
C -0.9841 -3.3946 0.2008 -0.94
C -0.2604 -1.7965 -2.3012 -0.95
H -1.9878 2.0219 2.6435 0.27
H -2.2330 3.3420 1.4573 0.26
H -0.6422 3.1054 2.2118 0.27
H -1.5874 3.1568 -1.3545 0.26
H -0.3032 2.0643 -1.9321 0.25
H 0.0862 3.3642 -0.7816 0.26
H -4.0153 2.1533 0.1961 0.23
H -5.9984 0.8606 -0.4510 0.25
H -5.7804 -1.5156 -1.1024 0.25
H -3.5792 -2.6006 -1.1071 0.22
H -1.5647 -3.9423 -0.5394 0.26
H -1.4914 -3.3845 1.1616 0.27
H -0.0035 -3.8546 0.3037 0.27
H -1.0909 -2.2537 -2.8376 0.26
H 0.6184 -2.4353 -2.3714 0.26
H -0.0387 -0.8199 -2.7228 0.25
Br 7.3040 1.8950 1.6840 0.31
C 5.7705 0.9809 1.2486 -0.12
C 5.9050 -0.4833 0.8470 -0.07
Br 7.5899 -1.2166 0.8306 0.31
C 4.8388 -1.2407 0.5070 -0.27
Br 4.9040 -3.0274 -0.0113 0.22
C 3.5359 -0.6316 0.5627 0.48
O 2.4860 -1.2124 0.2909 -0.54
C 3.3999 0.8484 0.9686 0.44
O 2.2553 1.2991 0.9797 -0.54
C 4.5766 1.6126 1.2896 -0.17
Br 4.3137 3.3969 1.7506 0.21
```

Computed properties:
- E_tot: -426024.8913 eV
- Charge: +2
- LUMO level: -8.825 eV
- Spin multiplicity: 1
- Gap between HOMO and LUMO: 6.09 eV
- ΔE to the lowest compared entry with this formula, charge and spin: 0.000 eV


The following is a quantum chemistry calculation of a molecular structure, C41H40N3OP2V, from OMol25.

```
88
Properties=species:S:1:pos:R:3:mulliken_spin:R:1
V -0.5721 0.2209 0.1204 0.96
C 1.1679 -0.1419 -2.1797 -0.10
N 1.1686 -1.5399 -2.5535 0.00
C -0.1540 -2.1320 -2.4560 0.02
P -0.8367 -1.9622 -0.7396 -0.03
C -2.3795 -2.8990 -0.9803 -0.01
C -2.4990 -4.2346 -0.6085 0.00
C -3.6752 -4.9163 -0.8677 0.00
C -4.7316 -4.2768 -1.4945 0.00
C -4.6163 -2.9461 -1.8651 0.00
C -3.4453 -2.2580 -1.6072 0.00
C 0.1486 -3.0525 0.3307 -0.02
C 1.1146 -3.9519 -0.1081 0.00
C 1.8076 -4.7192 0.8145 0.00
C 1.5323 -4.6079 2.1670 0.00
C 0.5670 -3.7140 2.6084 0.00
C -0.1144 -2.9301 1.6968 0.01
C 1.9254 -1.9193 -3.6968 0.00
C 1.9605 -3.2589 -4.0911 0.00
C 2.7182 -3.6718 -5.1692 0.00
C 3.4732 -2.7660 -5.8911 0.00
C 3.4713 -1.4427 -5.4933 0.00
C 2.7159 -1.0205 -4.4131 0.00
P 2.4990 0.6178 -1.0460 -0.01
C 4.0144 -0.2448 -1.5901 0.01
C 4.1265 -1.6165 -1.8039 0.00
C 5.3173 -2.1498 -2.2602 0.00
C 6.4062 -1.3273 -2.5056 0.00
C 6.3038 0.0340 -2.2735 0.00
C 5.1169 0.5731 -1.8154 0.00
C 2.2872 -0.1012 0.6566 -0.01
C 2.8313 -1.3085 1.0934 0.02
C 2.8340 -1.6386 2.4386 0.00
C 2.3031 -0.7696 3.3782 0.00
C 1.7987 0.4555 2.9686 0.00
C 1.7980 0.7924 1.6241 -0.01
H 0.2204 0.0780 -1.6525 0.06
H 1.1751 0.5183 -3.0655 0.00
H -0.1371 -3.1888 -2.7342 0.00
H -0.8855 -1.6399 -3.1317 0.01
H -1.6800 -4.7387 -0.1152 0.00
H -3.7656 -5.9533 -0.5828 0.00
H -5.6482 -4.8121 -1.6904 0.00
H -5.4392 -2.4499 -2.3561 0.00
H -3.3492 -1.2170 -1.8958 0.01
H 1.3338 -4.0560 -1.1607 0.00
H 2.5640 -5.4106 0.4745 0.00
H 2.0730 -5.2135 2.8793 0.00
H 0.3535 -3.6284 3.6627 0.00
H -0.8601 -2.2092 2.0280 -0.01
H 1.4054 -4.0180 -3.5606 0.00
H 2.7060 -4.7137 -5.4478 0.00
H 4.0526 -3.0867 -6.7428 0.00
H 4.0562 -0.7154 -6.0341 0.00
H 2.7792 0.0214 -4.1390 0.00
H 3.2825 -2.2693 -1.6367 0.00
H 5.3972 -3.2144 -2.4301 0.00
H 7.3330 -1.7442 -2.8724 0.00
H 7.1455 0.6843 -2.4481 0.00
H 5.0303 1.6351 -1.6294 0.00
H 3.3030 -1.9849 0.3976 0.00
H 3.2817 -2.5714 2.7519 0.00
H 2.3067 -1.0311 4.4265 0.00
H 1.4662 1.1792 3.6991 0.00
H 1.4893 1.7933 1.3318 -0.01
N 0.4193 6.1536 -1.1422 0.00
C -0.2167 5.2100 -1.2670 0.00
C -1.0253 4.0480 -1.3647 0.01
C -2.3325 4.1183 -1.8740 -0.01
C -3.0804 2.9452 -1.8573 0.00
C -2.5274 1.7883 -1.3561 0.01
N -1.2588 1.7039 -0.8897 -0.06
C -0.5288 2.8354 -0.9095 0.05
H -2.7300 5.0475 -2.2481 0.00
H -4.0908 2.9318 -2.2340 0.00
H -3.1002 0.8685 -1.3123 -0.01
H 0.4978 2.7709 -0.5546 -0.03
C -3.3654 0.7992 2.0792 0.00
C -1.9358 1.1467 2.5296 0.01
C -1.7430 2.6694 2.5687 0.00
O -1.0319 0.6084 1.6544 0.14
H -4.0738 1.0307 2.8676 0.00
H -3.4300 -0.2652 1.8485 0.00
H -3.6200 1.3728 1.1880 0.00
H -1.7496 0.7235 3.5343 0.00
H -2.0491 3.0903 1.6129 0.00
H -0.6980 2.9174 2.7369 0.00
H -2.3409 3.1135 3.3566 0.00
```

Computed properties:
- E_tot: -93941.8654 eV
- Charge: +1
- LUMO level (alpha / beta): -3.397 / -3.436 eV
- Spin multiplicity: 2
- Expectation value of S²: 0.76
- Gap between HOMO and LUMO (alpha / beta): 6.69 / 6.04 eV
- ΔE to the lowest compared entry with this formula, charge and spin: 1.355 eV


The following is a quantum chemistry calculation of a gas-phase ion, O6PS (charge -1), from OMol25.

```
8
Properties=species:S:1:pos:R:3:nbo_charge:R:1
O -1.5994 -1.4128 0.0732 -1.04
O -2.2731 1.1054 0.1234 -1.05
O 2.1985 0.9259 -0.3283 -0.96
O 1.4325 -1.3624 -0.1536 -0.96
O 0.5457 0.3332 1.3590 -0.98
O -0.1170 0.3849 -1.0194 -0.98
P -1.3518 0.0056 -0.1220 2.46
S 1.1646 0.0203 0.0678 2.53
```

Computed properties:
- E_tot: -32413.2389 eV
- Charge: -1
- LUMO level: 3.780 eV
- Spin multiplicity: 1
- Gap between HOMO and LUMO: 10.35 eV
- ΔE to the lowest compared entry with this formula, charge and spin: 0.000 eV


Strongest force on any atom: 0.0132, 0.0736, 0.0400 (hartree/bohr)